The following is a quantum chemistry calculation of a molecular structure, C32H49ClCrNO4P at a distorted geometry, from the Open Molecules 2025 dataset.

Geometry (Å):
Cr: 0.95812 0.23298 1.90463
P: 0.90909 0.03434 -0.92667
Cl: 3.11311 0.43602 1.60644
C: 0.79518 1.37137 3.20793
H: 1.66579 1.60487 3.91897
H: -0.10536 1.72220 3.76027
C: 2.21998 -0.89622 -1.94908
C: 0.90770 1.84343 -1.45843
C: 3.61527 -0.29550 -1.76236
H: 2.18667 -1.86193 -1.40831
C: 4.68122 -1.28370 -2.25077
H: 3.70708 0.64219 -2.32927
H: 3.78141 -0.04696 -0.70193
C: 4.45135 -1.73618 -3.69751
H: 5.67228 -0.82862 -2.15736
H: 4.66576 -2.16336 -1.59259
C: 3.00371 -2.15603 -3.97719
H: 4.73304 -0.92396 -4.38143
H: 5.11811 -2.57612 -3.92614
C: 1.95189 -1.18563 -3.43149
H: 2.85700 -2.27585 -5.05537
H: 2.82964 -3.14132 -3.52450
H: 1.97040 -0.24776 -4.00908
H: 0.95567 -1.62145 -3.57410
C: -0.74431 -0.55307 -1.64960
C: 1.42377 2.15065 -2.86975
H: -0.17506 2.06107 -1.41778
C: 1.28565 3.64293 -3.19195
H: 2.48111 1.86227 -2.94434
H: 0.88614 1.55921 -3.62656
C: 1.94255 4.54526 -2.13868
H: 1.72879 3.83828 -4.17389
H: 0.21885 3.89513 -3.26735
C: 1.50607 4.19463 -0.71385
H: 3.03409 4.45433 -2.21806
H: 1.70157 5.59440 -2.34942
C: 1.60765 2.69848 -0.39802
H: 2.11257 4.75260 0.00792
H: 0.46586 4.51279 -0.56950
H: 2.66832 2.40919 -0.33659
H: 1.17654 2.50292 0.60271
C: -0.83773 -2.07751 -1.55690
H: -1.43971 -0.14634 -0.89316
C: -2.28153 -2.51646 -1.80835
H: -0.16408 -2.55486 -2.28098
H: -0.53213 -2.40648 -0.55244
C: -2.84738 -1.98312 -3.12516
H: -2.33699 -3.60930 -1.78681
H: -2.87607 -2.13538 -0.96730
C: -2.62834 -0.47808 -3.30543
H: -2.38421 -2.52516 -3.96042
H: -3.92082 -2.20082 -3.16884
C: -1.19662 -0.02320 -3.01536
H: -2.89926 -0.18479 -4.32423
H: -3.30197 0.06141 -2.62730
H: -0.52260 -0.37970 -3.80663
H: -1.15474 1.07527 -3.03628
C: 1.19222 -1.93387 2.34509
C: 0.89511 -0.99237 3.29572
H: 2.20431 -2.12251 1.99390
C: -0.39237 -1.15720 4.19907
H: 1.72657 -0.56110 4.00084
C: -0.79884 -2.62263 4.29430
H: -0.19410 -0.72528 5.13636
H: -1.25229 -0.55742 3.78197
C: -0.97739 -3.26777 2.92704
H: -0.02771 -3.14037 4.83732
H: -1.72593 -2.74603 4.88382
C: 0.29999 -3.21619 2.12113
H: -1.30073 -4.33260 3.03409
H: -1.72695 -2.78290 2.36452
H: 0.90236 -4.16965 2.25615
H: 0.08416 -3.26880 1.03990
O: -2.62682 -1.15408 1.01287
C: -2.16973 -0.12629 1.52050
O: -0.97275 0.37431 1.28409
C: -2.97556 0.69808 2.48070
C: -2.67493 2.05010 2.78517
C: -3.37658 2.69540 3.76971
C: -4.35778 1.99452 4.50005
C: -4.71801 0.68736 4.13407
C: -4.03213 0.04462 3.14827
N: -4.82216 2.55864 5.72924
O: -4.40117 3.69143 6.05021
O: -5.60481 1.89906 6.44256
H: -1.86669 2.57016 2.24890
H: -3.15551 3.72966 4.04284
H: -5.53014 0.18735 4.67743
H: -4.26377 -0.98706 2.84779

Properties
- ⟨S²⟩ = 3.919
- LUMO (spin up / spin down) (eV) = 1.23 / 1.23
- charge = -1
- E_tot (Eh) = -3450.3986
- energy above the lowest of the compared OMol25 structures with the same formula, charge and spin (eV) = 0.000
- spin multiplicity = 4

Löwdin population analysis, charges in e, atoms 1 to 2: 0.193, 1.135